Record 1
80
Properties=species:S:1:pos:R:3:mulliken_spin:R:1 method="wB97M-V/def2-TZVPD" gap_ev="5.17 / 3.93" largest_force_ev_per_a=3.1 e_tot_ev=-69590.049 e_above_lowest_ev=2.1767 total_charge=+4 homo_energy_ev="-17.18 / -19.64" spin_multiplicity=6 e_lumo_ha="-0.4414 / -0.5775"
H 5.57723 -1.27252 0.92731 0.024
C 3.31600 -3.05107 1.78535 -0.075
H -2.83672 -2.05537 0.28329 -0.001
H 3.40455 1.54334 -2.98553 0.004
H 1.63874 -5.05348 1.39808 0.037
C 1.57642 2.67881 -2.66384 0.063
H 3.58049 -5.18975 3.78041 0.046
H -3.05527 -1.71193 -1.85996 -0.003
P -2.89249 2.15507 -2.00267 0.101
C -2.18937 2.09324 -3.69838 0.026
P -0.84754 -0.60665 -1.56242 0.005
H -2.62947 2.87385 -4.32895 0.005
H 3.38310 -1.55048 3.90860 0.006
S 3.93288 0.26586 -0.37514 0.591
H -3.71128 4.30123 -2.70391 0.006
H 5.68639 -3.04240 0.76879 0.000
H 1.60493 3.14405 -3.65481 0.012
H -5.03969 1.41248 -1.06817 -0.008
H -0.06793 -2.86122 -1.27530 0.003
N 2.96637 -3.05588 0.54929 0.257
H -0.91869 2.91593 1.67117 -0.009
H -1.10751 2.27571 -3.66449 -0.003
C -2.21960 -1.40295 -2.48611 0.028
H 3.95049 -0.72805 -1.24198 0.002
C 5.63502 -2.21732 1.48407 -0.008
H 3.72156 -0.44371 2.52246 0.015
H 0.07841 0.15173 -3.68486 -0.001
C 2.59141 1.20160 -1.02157 0.132
H 0.39966 4.66147 0.11357 -0.005
C -1.45565 -0.36242 2.36667 0.034
C 1.49427 1.29196 -0.20250 0.220
H -0.48863 -0.69696 1.96366 -0.001
H 5.02134 -0.89719 3.65731 0.005
H -1.27874 0.42095 3.11219 -0.004
H 1.44814 0.76273 0.74167 0.029
H -4.06939 -1.54405 1.44230 0.005
C -0.65247 4.71961 0.43148 0.025
H -4.20350 3.91326 -1.04257 -0.004
H -4.18782 -1.01599 -0.23616 -0.005
H -2.55716 4.51041 -1.35246 0.012
C -3.48288 -1.22179 0.57398 0.046
H -0.26484 3.66780 -2.07183 0.013
C 1.37550 -4.39765 2.23705 0.011
N 2.52946 -3.67272 2.73244 0.618
C 0.48351 2.31184 -0.51097 0.189
H -2.35744 1.13186 -4.19472 -0.002
C -1.32920 3.83054 1.19716 0.021
H 0.35354 -1.58627 -3.39930 0.000
H 2.37631 -4.26563 4.71659 0.018
H -1.08956 5.70767 0.23418 0.001
H 3.94312 -3.50117 4.24244 0.016
H 6.54054 -2.25907 2.10763 0.011
H 3.68223 -2.60192 -0.02852 -0.010
H -2.60444 -0.76367 -3.28430 -0.002
C 3.15050 -4.19796 3.94493 -0.005
H -3.37252 2.33312 1.94778 0.004
H -2.28877 4.18337 1.63078 0.002
C 0.50580 2.92868 -1.82498 0.186
N 4.47825 -2.42801 2.33808 0.207
C -3.78645 1.33291 1.77680 0.050
H 0.60925 -3.69704 1.88200 0.013
H -4.10826 0.89806 2.72905 0.010
P -2.52974 0.27677 1.02795 0.105
C 2.60940 1.83355 -2.29076 0.283
H 0.85311 -1.81546 -0.19935 -0.024
C -3.36816 3.89024 -1.75075 0.024
C 4.12476 -1.27395 3.14652 -0.005
H -0.79244 -2.31355 0.24413 -0.003
H 1.35880 -0.36878 -2.57424 -0.006
H -4.33698 0.14705 -2.09846 0.001
Ir -1.37501 1.44866 -0.45956 1.473
C 0.35132 -0.59552 -2.93273 0.038
H -1.94442 -1.21863 2.85503 0.004
H 0.39326 2.84513 0.44326 0.065
H -1.81121 -2.30550 -2.95218 0.002
C -4.48943 1.22828 -2.00168 0.056
H 0.97967 -4.99853 3.06062 0.005
C -0.15528 -2.00584 -0.59151 0.025
H -5.14784 1.54254 -2.82052 0.009
H -4.66191 1.41672 1.12206 -0.013

***

Record 2
81
Properties=species:S:1:pos:R:3:mulliken_charge:R:1 method="wB97M-V/def2-TZVPD" gap_ev=9.87 largest_force_ev_per_a=0.9 e_tot_ev=-40934.663 homo_energy_ev=-9.28 e_lumo_ha=0.0220 smiles="CCCCCCCCN(COCC)C(=O)OCCN.COCCOC.COCCOC"
C -5.62319 5.28684 4.21251 -0.706
O -5.03737 4.02655 4.47570 -0.385
O 1.54675 -3.82249 3.05619 -0.408
H 4.50042 1.01933 -1.09611 0.362
H -3.03150 -4.11508 -2.40266 0.411
H 6.14640 -0.53437 -0.81116 0.360
H 6.74108 -3.27936 -1.34596 0.385
H -2.12332 6.70661 5.00002 0.245
C 1.68957 0.07438 -3.60642 -0.687
C 0.37380 0.30761 -2.84995 -0.064
C -1.25714 -2.42912 2.14939 -0.737
C -2.50126 2.23589 -1.53693 -0.604
H 3.35132 -0.26435 -1.39637 0.020
C 4.30554 0.15627 -1.73920 -0.183
H 4.36153 -0.14945 -3.88309 0.416
O -2.01803 0.96040 -1.97973 -0.060
C 4.87651 -2.23682 -1.03179 0.125
H 1.09022 -2.52890 -0.00518 0.206
H 5.61504 -4.15901 -0.28689 0.376
H -2.50023 -3.79459 -0.76382 0.236
O -2.84220 1.08698 -4.07380 -0.624
H 4.85127 1.48029 -3.33246 0.377
H -1.35930 5.21069 5.57369 0.315
C -1.63230 2.72834 -0.34974 -0.342
H -1.43028 0.83800 0.42575 0.178
H 4.30201 -2.70766 -1.83899 0.250
O -2.38850 5.11662 3.77410 -0.357
N -0.88738 1.68689 0.35308 -0.586
H 4.16655 -2.03531 -0.22429 0.078
H -1.40608 -1.36555 1.92927 0.180
H 2.71172 1.87581 -4.27630 0.450
C 5.98495 -3.17006 -0.56276 -1.479
C -2.18811 -3.75321 -1.81011 -1.349
O -0.52590 -3.06406 1.11683 -0.257
H -2.14891 3.27254 2.94278 0.331
H 6.49538 -2.74291 0.30608 0.350
H -0.94448 3.50868 -0.67815 0.500
C 1.74878 -3.69598 1.65889 -0.594
H 0.32670 -0.30693 -1.94666 -0.244
H -1.31628 -4.38729 -1.95676 0.285
H -4.45804 4.05600 2.48604 0.337
H -4.87321 6.02696 3.92181 0.313
C -1.86581 -2.30199 -2.14479 0.373
H -6.11066 5.61468 5.12880 0.250
C -2.24623 5.62836 5.08489 -0.743
C 4.14577 0.65956 -3.18047 -0.983
C 0.78367 -4.95713 3.41869 -0.645
H 5.95732 -1.04915 -2.47518 0.399
H -3.12575 5.41587 5.69826 0.317
H -1.99849 -1.37090 -4.55796 0.513
N -0.79144 0.09369 -3.72045 0.160
H -1.56285 -1.77500 -1.23192 -0.024
H -2.75763 -1.78420 -2.51592 0.348
H -2.44115 2.93870 -2.37117 0.364
C 2.72915 1.20096 -3.41650 -1.014
H 0.96984 -1.69668 1.55753 0.399
H 2.78647 -3.39013 1.50016 0.204
H -0.15825 -5.00287 2.86572 0.246
H -0.75501 -2.52420 3.11519 0.384
H 1.44015 0.02521 -4.66987 0.452
H 1.59896 -4.65896 1.16022 0.392
C -0.99469 -1.30373 -4.12430 -1.003
H -3.54739 2.15096 -1.23672 0.362
H -4.41027 2.48465 3.30548 0.374
C 0.83195 -2.65858 1.05219 -0.185
H 0.56860 -4.87580 4.48256 0.241
H 1.34719 -5.87995 3.24313 0.338
H -2.31722 3.19761 0.36443 0.013
H -2.48945 3.25416 4.68047 0.340
H 2.13828 -0.87387 -3.30387 0.340
C 5.41154 -0.89608 -1.53895 -0.873
C -4.20912 3.55403 3.42687 -0.477
H -6.37701 5.21045 3.42119 0.312
H -0.04682 1.48895 -0.17120 0.290
H -0.27321 -1.55676 -4.90341 0.300
O -0.80384 -2.22287 -3.09105 -0.322
H 0.34023 1.35067 -2.52749 0.564
H -2.22960 -2.91632 2.20468 0.269
C -2.74170 3.74326 3.73463 -0.456
H 2.47270 1.81231 -2.54321 0.351
C -1.96084 0.75194 -3.31746 0.408

***

Record 3
87
Properties=species:S:1:pos:R:3:mulliken_charge:R:1 method="wB97M-V/def2-TZVPD" gap_ev=5.77 largest_force_ev_per_a=7.0 e_tot_ev=-68264.647 total_charge=-1 homo_energy_ev=-3.95 e_lumo_ha=0.0667
H -0.90027 -3.33647 6.50369 0.346
H -2.13710 2.37233 -3.12496 0.134
O 0.58740 -1.98741 6.78703 -0.382
C 1.33384 0.07342 0.47320 -0.979
H -0.69615 4.14306 -4.22219 0.240
C 0.18856 -3.30601 6.42707 -0.209
H 2.00773 0.74301 4.12943 0.245
P -3.44187 2.35144 -6.34731 1.090
H -1.03953 2.23512 -7.68930 0.371
C 5.28140 -3.09904 0.44194 -0.892
C 4.89642 -0.61972 -0.14614 -0.708
H 6.62781 -1.83630 -0.79379 0.451
H 1.87244 -4.40447 7.22245 0.203
O -5.04493 2.67974 -6.28271 -0.365
H 3.80109 -3.13707 6.20473 0.363
H -3.51584 -2.42519 -1.30961 0.302
H 0.44691 -3.53686 5.39236 0.263
H 4.05852 -1.45211 8.74916 0.323
H -0.78800 1.68173 4.94925 0.405
O 1.30694 0.31600 6.04926 -0.390
H -7.11648 1.82826 -4.73840 0.280
H -2.11279 5.05103 -8.23127 0.321
H 0.21184 2.69652 -3.73880 0.308
C -1.96135 4.19413 -7.57272 -0.133
H -0.24667 3.48089 -8.66295 0.376
H -1.78793 2.78021 -9.19097 0.347
N 3.45462 -0.79249 -0.27806 -0.407
H 5.26383 0.15053 -0.82427 0.423
H 3.18932 -1.38051 0.51188 0.132
O -3.25876 3.78162 -7.13774 -0.399
H -1.38693 4.55477 -6.71628 0.207
H 0.36777 -5.32717 7.16701 0.412
O -2.94619 2.94235 -4.90970 -0.369
C 3.45665 -1.93906 7.98045 -0.126
O 1.59352 -1.56619 4.57169 -0.687
C 2.76232 1.45321 -1.23523 0.325
O -3.45242 0.87407 -6.16651 -0.769
H 5.04804 -2.23272 -1.49093 0.249
H 3.27242 0.98503 0.80834 0.272
H 0.60529 -4.07684 8.40348 0.253
H -1.74674 1.27833 -4.44047 0.292
H -0.51529 0.16342 4.12276 0.262
O 2.65759 -0.91826 7.38296 -0.400
H 6.19706 -3.49753 0.89616 0.300
P 1.81878 -1.22743 6.00207 1.081
C -0.56861 3.07425 -4.40243 -0.902
C -0.10594 1.16322 4.27211 -1.121
O 0.26685 0.84916 -0.07653 -0.300
C -2.16857 0.96210 -0.00699 -0.656
H 1.22388 0.11435 1.56986 0.170
O -3.21340 0.27866 -0.70552 -0.349
C 0.78993 -4.33988 7.36078 -1.050
H 1.60469 2.11913 5.13964 0.374
C -6.00520 1.66964 -6.57559 -0.315
H -0.10218 1.68485 3.31308 0.368
H -2.01165 1.98144 -0.36201 0.392
O 2.19688 2.56846 -1.18743 -0.770
H -5.57988 0.89788 -7.21722 0.331
C -6.55504 1.07523 -5.29456 -1.019
H 4.62147 -2.77594 1.25399 0.167
H 1.17421 -0.96143 0.12959 0.472
C -4.32201 -1.87263 -0.81858 -1.248
H -0.96885 -0.52610 -1.00009 0.239
C 1.28799 1.11328 4.85859 -0.271
H -7.21727 0.23358 -5.50859 0.359
C 2.73695 0.47768 -0.01700 0.706
H 4.81926 -3.94876 -0.07068 0.259
H -4.61780 -0.34913 0.66255 0.319
H -5.03282 -1.50724 -1.56200 0.267
H -3.08683 -1.21879 0.77817 0.279
C -1.87050 2.33005 -4.18166 0.065
O 3.43154 1.05187 -2.22268 -0.754
C 4.37223 -2.63103 6.99183 -1.179
C -0.90867 0.08304 -0.08251 -0.246
C 5.56454 -1.95250 -0.56658 -0.559
H 5.02921 -1.90853 6.50572 0.355
H -5.75355 0.73214 -4.64066 0.252
H -0.94401 -0.62393 0.76345 0.360
C -3.77945 -0.75041 0.06670 -0.117
H -6.81370 2.14530 -7.13682 0.338
H 5.21086 -0.43253 0.90098 0.333
H -4.81140 -2.58867 -0.14571 0.380
H -0.22198 2.95114 -5.43333 0.135
H 4.98585 -3.37764 7.49700 0.372
H 2.81020 -2.65448 8.49588 0.184
H -2.46550 1.04003 1.05243 0.200
C -1.21456 3.11181 -8.32319 -1.184